{"formula": "C9H14", "method": "the ωB97M-V functional and the def2-TZVPD basis", "species": ["C", "C", "H", "H", "H", "H", "H", "H", "C", "C", "C", "C", "C", "C", "C", "H", "H", "H", "H", "H", "H", "H", "H"], "coordinates": [[1.361, 2.938, -0.101], [2.288, 3.250, -1.289], [0.817, 3.843, 0.136], [0.699, 2.122, -0.346], [1.981, 2.580, 0.706], [2.466, 2.466, -2.021], [3.289, 3.635, -1.049], [1.899, 4.117, -1.822], [0.430, -0.817, -1.074], [-2.111, -2.597, 1.868], [-2.081, -3.148, 0.588], [-1.628, -1.275, 2.078], [-1.350, -2.524, -0.422], [-0.850, -0.706, 1.087], [-0.551, -1.387, -0.101], [-2.713, -3.060, 2.649], [-2.660, -4.010, 0.277], [-1.772, -0.730, 2.994], [-1.256, -3.047, -1.372], [-0.463, 0.308, 1.222], [0.401, -1.247, -2.082], [1.472, -0.988, -0.787], [0.336, 0.275, -1.138]], "multiplicity": 2, "mol_weight_g_mol": 122.211, "total_charge": -1, "homo_lumo_gap_ev": [2.361, 7.170], "e_tot_ha": -351.260937, "s_squared": 0.76}